(1)
DFT (the ωB97M-V functional and the def2-TZVPD basis) results for a cluster of 3 separate species, C39H56BClN7O9 in total.

ORCA input file:
```
! RIJCOSX wB97M-V def2-TZVPD def2/J DEFGRID3
* xyz 1 1
Cl -1.6898 -2.3967 7.0205
O 3.7605 1.8425 -2.6186
O 4.4775 0.6988 1.1316
O 3.5026 3.9943 -1.3644
O 5.2889 -0.6811 -8.7438
O -3.5417 1.4734 -2.8432
O -3.6640 -0.4740 -1.8402
O 2.5030 -3.8698 3.4245
O 2.3082 -1.8168 4.8836
O 4.6650 0.8204 -10.2169
N -3.6684 0.2406 -2.8536
N -0.4449 -2.7319 -1.0378
N -1.1611 -2.5179 3.7713
N 1.0255 -1.9798 2.5427
N -2.3139 -4.5961 4.6478
N -0.6597 -3.3056 1.3584
N 4.7417 0.3863 -9.0586
C 4.2946 2.9902 -2.1159
C -3.8309 0.3478 -5.3271
C -0.3622 -2.6570 2.5325
C 4.5821 -0.8127 1.7716
C -2.4626 1.8440 0.6739
C 2.9585 3.1699 -7.2699
C 0.2149 -3.4597 0.1373
C -4.0249 -1.8067 -4.2095
C 4.2454 0.7585 -6.6560
C 3.7007 1.5421 -5.6369
C 4.1488 1.1930 -7.9852
C 1.6161 4.1090 0.4515
C -2.4367 -3.3543 3.8281
C 3.0555 3.4562 -0.0686
C -5.0834 -3.6744 2.9883
C -0.9526 -1.0660 5.9923
C -0.4279 1.4081 7.1168
C -3.8405 -0.4183 -4.1539
C -3.6761 -2.7698 2.9484
C -1.5781 0.3761 6.5652
C -4.8779 -5.0365 3.9176
C -1.3007 -1.1550 4.3561
C -1.6551 -3.4753 -1.5537
C 0.7281 -0.5161 2.5657
C -2.2043 3.4351 0.9451
C -4.0165 -0.2819 -6.5595
C -1.1453 1.2799 3.0448
C 3.0624 2.7447 -5.9443
C 3.5019 2.3961 -8.2973
C -2.3009 0.8614 1.9700
C -0.3131 0.0115 3.7055
C -4.2108 -1.6630 -6.6170
C 5.9125 3.2052 -2.4633
C -3.5161 -5.4709 4.6938
C 3.1113 -0.0515 1.2505
C -1.0456 4.0004 -0.1108
C 2.0565 0.4765 2.5879
C -4.2124 -2.4247 -5.4474
C 0.3553 3.1522 -0.0712
B 1.9193 -2.4959 3.6265
H 2.3303 -4.4348 4.2530
H -5.8114 -5.7629 4.0247
H 1.8928 -2.3736 5.6097
H -1.6671 -3.4488 -2.7288
H 5.2111 -1.4018 0.9709
H -2.0185 -0.2167 1.5434
H -0.7246 -1.7873 -0.6558
H -1.6149 -3.7671 1.2638
H -4.0288 -2.4143 -3.3072
H -1.6447 1.9092 3.9244
H 2.4571 4.1069 -7.5017
H -1.8081 1.3929 -0.2113
H 0.2054 -0.2721 1.5177
H -3.5922 1.7315 0.3052
H -3.4451 -6.4883 5.3126
H -1.7240 -4.6012 -1.2420
H 0.1980 -1.0237 6.2003
H 4.9699 -0.6257 2.8604
H 6.3202 4.2396 -2.0908
H 2.5568 -0.5026 0.2194
H -2.2490 0.9125 5.7655
H 0.3598 0.5103 4.5578
H 1.3468 -3.2245 0.2750
H 0.3069 2.1301 0.4974
H 0.1635 -4.6163 -0.1574
H 2.8392 2.3023 -0.2192
H -0.3323 1.9996 2.5764
H 3.4154 2.7429 -9.3250
H 0.6200 2.8904 -1.2053
H -4.3630 -2.1486 -7.5794
H -0.8624 5.1627 0.0004
H -6.0719 -3.3763 2.4401
H -0.6498 1.7693 8.2267
H 2.6991 0.4020 3.5586
H -3.6291 -1.7564 2.3279
H -3.6839 1.4254 -5.2989
H -3.3648 0.7696 2.5015
H 1.6255 4.1579 1.6213
H 1.5061 5.1603 -0.0518
H 6.5678 2.2886 -2.1210
H -1.5117 3.8431 -1.1923
H -3.2019 4.0092 0.6275
H -2.0074 3.7365 2.0576
H -0.4437 2.3438 6.3756
H 5.9635 3.2296 -3.6531
H 3.8329 3.6049 0.8118
H 4.7396 -0.1762 -6.4000
H -4.0137 0.3045 -7.4757
H 0.6600 0.9420 7.0357
H -2.3114 0.1072 7.4683
H 1.8135 1.5985 2.3586
H -4.3630 -3.5008 -5.5005
H -2.6038 -2.9407 -1.0914
H 2.6442 3.3551 -5.1457
H 3.7763 1.2167 -4.6016
H -2.3982 -0.6892 4.2819
*
```

The value obtained for the LUMO energy is -3.5338 eV. As for the gap between HOMO and LUMO: 7.53 eV.

(2)
DFT (the ωB97M-V functional and the def2-TZVPD basis) results for a cluster of 4 separate species, C15H39O17P3S in total.

ORCA input file:
```
! RIJCOSX wB97M-V def2-TZVPD def2/J DEFGRID3
* xyz 0 1
S 5.0276 -2.3539 -0.9824
P -6.6822 -0.7870 0.2102
P -1.6251 -0.6315 5.1307
P 2.3497 1.9254 -6.6664
O 2.8266 1.1695 -5.3027
O 5.5304 2.3515 -0.5530
O -0.3843 -1.4594 5.2183
O 1.3954 0.6154 -7.0820
O -1.3241 0.8781 4.5838
O 4.4889 -2.4292 0.5566
O 5.6201 -0.8269 -1.2196
O -5.8452 0.2597 -0.7199
O -5.8978 -1.2841 1.3713
O 1.3141 2.9608 -6.4198
O 6.2117 -3.1420 -0.9921
O 3.7276 2.8250 -6.8000
O -7.5880 0.4165 0.8969
O 4.6002 -0.3761 2.5348
O -6.3840 -1.9970 -0.9075
O -2.1220 -1.1117 3.6048
O -1.7255 -0.1390 6.7156
C 4.0193 0.3801 -5.3374
C -2.3342 1.8780 4.7453
C 2.5438 -1.6238 1.9068
C -7.3150 -3.0987 -0.9401
C 4.8287 -0.9672 3.7945
C 1.1032 0.4451 -8.4835
C -6.5574 1.0502 -1.6770
C 5.2038 1.2616 -0.1630
C -6.8732 1.4821 1.5230
C 4.6442 0.2001 -1.1213
C 3.0495 -2.3983 0.6865
C 3.2401 -0.2935 2.1898
C -0.6115 0.5820 7.2393
C -3.0313 -2.2325 3.5362
C 4.0837 3.6293 -5.6726
H 3.3259 3.6195 -4.8946
H 5.0260 3.2632 -5.2624
H -6.2253 2.0831 -1.5861
H 0.4569 -0.4222 -8.5885
H 3.1500 0.3426 1.3081
H 2.5217 -2.2818 2.7726
H 4.2202 4.6495 -6.0261
H 3.6768 -0.1321 -0.7379
H 0.5904 1.3259 -8.8755
H 5.0799 -0.2418 4.5731
H -1.8686 2.7766 5.1476
H -0.9320 1.5960 7.4860
H -7.2508 1.5797 2.5396
H -5.8015 1.3068 1.5547
H 5.6834 -1.6369 3.6818
H 1.5002 -1.3730 1.6952
H 4.0019 -1.5784 4.1588
H 3.7544 -0.6763 -5.2844
H 4.4605 0.6947 -2.0756
H -0.2912 0.0776 8.1494
H -8.3111 -2.7527 -1.2166
H -6.3340 0.6893 -2.6809
H 5.2964 0.9675 0.8981
H 2.6759 0.2286 2.9741
H -2.5814 -3.1152 3.9968
H 4.6294 0.6413 -4.4739
H 2.5923 -2.0717 -0.2504
H -2.7752 2.1063 3.7746
H -7.3537 -3.5943 0.0322
H -6.9708 -3.8064 -1.6894
H 4.6044 0.5607 -6.2409
H 2.0186 0.2701 -9.0493
H -3.9684 -1.9919 4.0361
H -3.2394 -2.4376 2.4901
H -3.1208 1.5593 5.4322
H 2.7365 -3.4375 0.8185
H -7.0707 2.4062 0.9777
H 0.2220 0.6287 6.5450
H -7.6364 1.0181 -1.5140
*
```

The value obtained for the LUMO energy is -1.4156 eV. As for the gap between HOMO and LUMO: 8.21 eV.

(3)
DFT (the ωB97M-V functional and the def2-TZVPD basis) results for the molecule C4H12N2S.

ORCA input file:
```
! RIJCOSX wB97M-V def2-TZVPD def2/J DEFGRID3
* xyz 0 3
S -0.7277 1.2408 0.9000
N -0.8832 2.2272 -0.2716
N -2.2802 0.4226 1.0054
C 1.8255 0.4400 -0.2105
C 0.4602 -1.3935 0.8958
C -0.1964 -0.4496 -1.4705
C 0.4698 -0.2054 -0.0572
H -0.9351 -1.2653 -1.2851
H 2.4609 -0.4294 -0.4745
H -1.9059 -0.4055 1.4918
H -0.7521 0.4243 -1.8327
H 1.7151 1.1691 -1.0771
H 2.0608 0.8208 0.7414
H 0.7207 -1.2172 1.9744
H -0.4776 -1.9166 0.8626
H 1.1849 -2.1505 0.6455
H -0.7424 3.1974 0.1272
H 0.6799 -0.6913 -1.9991
H -2.6773 0.1822 0.0343
*
```

Its energy above the lowest of the compared OMol25 structures with the same formula, charge and spin is 0.00 kcal/mol. The value obtained for the LUMO energy (spin up / spin down) is 0.8472 / -1.9965 eV. As for the gap between HOMO and LUMO (spin up / spin down): 5.14 / 7.35 eV.

(4)
DFT (the ωB97M-V functional and the def2-TZVPD basis) results for a structure of composition C19H45NO7PS2.

ORCA input file:
```
! RIJCOSX wB97M-V def2-TZVPD def2/J DEFGRID3
* xyz -1 1
S -5.6919 4.9747 0.7153
S -3.7279 6.2524 2.1790
P -5.0964 3.9975 -1.1310
O -3.9571 2.9484 -0.7440
O -6.1458 6.3010 0.3721
O -6.7323 4.0503 1.1338
O -4.5859 7.0114 3.0554
O -2.4479 5.8570 2.7327
O -4.6795 4.9034 -2.2097
O -6.3388 3.0557 -1.4373
N -4.4268 4.8820 1.6501
C -0.2077 5.9593 0.4839
C 1.5075 -6.3062 -0.8671
C -1.0589 6.9356 -0.3533
C 1.5299 3.4803 0.9452
C 1.1835 -5.2552 -1.9245
C 1.3023 -0.9088 1.4929
C 2.1694 -2.1670 1.5582
C 2.9379 -9.6984 -1.5462
C -2.5563 6.6076 -0.3237
C 0.6654 -3.4840 3.1478
C -3.3276 7.3070 0.8055
C 2.8589 -8.5511 -2.5492
C 1.2548 5.8484 0.0030
C 0.7265 -1.0589 -0.9897
C 2.9909 -6.6639 -0.8003
C 1.7199 4.4124 -0.2458
C 1.4001 -3.4621 1.8107
C 0.1989 -0.9369 0.4370
C 3.5634 -7.2801 -2.0779
H 3.5619 -5.7596 -0.5663
H 1.6836 2.4512 0.6192
H 2.4475 -9.4462 -0.6051
H -0.4994 -1.7531 0.6414
H -0.8937 7.9503 0.0117
H 1.7449 -4.3363 -1.7422
H 2.4505 -10.5917 -1.9395
H -2.7055 5.5329 -0.2951
H 0.1222 -5.0033 -1.9092
H 3.9773 -9.9532 -1.3285
H -2.7170 8.0946 1.2410
H 1.4219 -5.6041 -2.9306
H 3.5368 -6.5414 -2.8835
H 1.3979 -0.2307 -1.2271
H 4.6222 -7.5033 -1.9112
H -7.1062 3.3502 -0.9285
H -0.2181 6.2936 1.5169
H -0.3812 -0.0152 0.5219
H 1.9064 6.2972 0.7572
H 1.9520 -0.0493 1.3008
H 3.1542 -7.3453 0.0396
H 0.1596 -4.4395 3.2967
H 2.9129 -2.0357 2.3511
H -0.7002 4.9910 0.4393
H 3.3161 -8.8708 -3.4895
H -0.0916 -2.7014 3.2061
H 0.5281 3.5267 1.3655
H 1.3627 -3.3435 3.9764
H 0.9082 -7.2037 -1.0444
H 2.7887 4.4406 -0.4706
H -2.9939 6.9425 -1.2626
H 0.8494 -0.7266 2.4709
H 1.2014 -5.9256 0.1099
H -0.0937 -1.0399 -1.7085
H -4.2340 7.7703 0.4296
H 2.2255 3.7122 1.7495
H 1.2145 4.0239 -1.1312
H 1.3915 6.4491 -0.8971
H -3.1528 3.2002 -1.2039
H 2.1084 -4.2959 1.7840
H 0.6891 -3.6416 0.9989
H 1.8118 -8.3371 -2.7791
H 1.2728 -1.9918 -1.1415
H 2.7387 -2.2685 0.6291
H -0.7001 6.9158 -1.3845
*
```

The value obtained for the LUMO energy is 2.1014 eV. As for the gap between HOMO and LUMO: 8.37 eV.

(5)
DFT (the ωB97M-V functional and the def2-TZVPD basis) results for a cluster of 2 separate species, C3H7N3 in total.

ORCA input file:
```
! RIJCOSX wB97M-V def2-TZVPD def2/J DEFGRID3
* xyz 0 1
N 2.7060 0.4226 -0.3639
N 0.7293 -1.1949 -0.5800
N 3.6644 -0.1297 0.0767
C -0.4731 -0.5167 -0.5115
C -0.8875 0.4721 0.6287
C -1.5185 -0.9033 0.4582
H -1.5422 1.2727 0.4716
H 1.1220 -1.4146 0.3677
H -0.1331 0.5729 1.4095
H -2.5619 -0.8667 0.0889
H 4.5011 0.3170 0.3361
H -0.8631 -0.2235 -1.4861
H -1.4316 -1.6042 1.2960
*
```

Its energy above the lowest of the compared OMol25 structures with the same formula, charge and spin is 113.82 kcal/mol. The value obtained for the LUMO energy (spin up / spin down) is 0.6838 / 0.3006 eV. As for the gap between HOMO and LUMO (spin up / spin down): 9.29 / 8.60 eV.

(6)
DFT (the ωB97M-V functional and the def2-TZVPD basis) results for the molecule C8H10N2S.

ORCA input file:
```
! RIJCOSX wB97M-V def2-TZVPD def2/J DEFGRID3
* xyz 0 1
S 0.7273 2.1949 -0.4196
N -2.7074 -1.3627 -0.5184
N -1.0048 0.6927 1.2260
C 0.7605 -0.9603 1.4373
C -1.5842 -1.1688 -0.6206
C 2.2795 -1.3622 -0.5818
C -0.9052 1.2944 0.1600
C -2.0206 1.7834 -0.7676
C -0.1875 -1.0901 -0.8438
C 0.8928 -1.1042 -0.0025
C -0.0629 0.0119 1.9634
H 2.3023 -1.6391 -1.6567
H 2.8673 -2.0702 0.0013
H -2.1466 2.9078 -0.7064
H 1.5917 2.0889 0.7392
H 0.0667 -1.2032 -1.8251
H 1.3820 -1.5089 2.0823
H -1.8606 1.4814 -1.8217
H 2.5162 -0.3010 -0.4485
H -2.8771 1.2074 -0.3993
H -0.0294 0.1081 3.0024
*
```

Its energy above the lowest of the compared OMol25 structures with the same formula, charge and spin is 56.03 kcal/mol. The value obtained for the LUMO energy is -0.1651 eV. As for the gap between HOMO and LUMO: 8.28 eV. The structure (SMILES) is CC(/C=C\N=C(\C)S)=C/C#N.

(7)
DFT (the ωB97M-V functional and the def2-TZVPD basis) results for a structure of composition C3H4O2Sr.

ORCA input file:
```
! RIJCOSX wB97M-V def2-TZVPD def2/J DEFGRID3
* xyz 0 1
Sr 1.2595 -0.0934 -0.3998
O -0.6621 1.4026 -0.9926
O -0.5904 -0.5482 1.0363
C -1.1556 1.4866 0.3610
C -0.5885 -1.7095 0.1495
C -1.7538 0.2406 0.7188
H -1.7123 2.4062 0.5527
H -2.7507 0.1973 0.2444
H -2.1493 -1.2295 0.4767
H -0.6466 2.2662 -1.4124
*
```

Its energy above the lowest of the compared OMol25 structures with the same formula, charge and spin is 231.53 kcal/mol. The value obtained for the LUMO energy (spin up / spin down) is -1.2978 / -0.9668 eV. As for the gap between HOMO and LUMO (spin up / spin down): 4.68 / 4.06 eV.

(8)
DFT (the ωB97M-V functional and the def2-TZVPD basis) results for a cluster of 2 separate species, C4H7NO2 in total.

ORCA input file:
```
! RIJCOSX wB97M-V def2-TZVPD def2/J DEFGRID3
* xyz 0 1
O 0.7926 -0.1586 -0.7214
O -1.4164 0.5716 1.0263
N -1.9797 2.5068 -0.2621
C -1.7085 1.5201 0.4019
C 0.9535 -0.9082 0.3112
C 0.9017 1.1466 -0.8191
C 0.5560 -2.3367 0.2098
H 1.3117 1.6942 0.0231
H 0.4863 -2.6303 -0.8420
H 1.2859 -2.9890 0.7034
H -0.4220 -2.5255 0.6779
H -2.8447 3.0059 -0.1271
H 0.8480 1.5284 -1.8259
H 1.2356 -0.4251 1.2440
*
```

Its energy above the lowest of the compared OMol25 structures with the same formula, charge and spin is 99.06 kcal/mol. The value obtained for the LUMO energy (spin up / spin down) is 0.7593 / 0.8546 eV. As for the gap between HOMO and LUMO (spin up / spin down): 7.56 / 7.96 eV.

Record order is preserved below.
E: -3064.1072, -3296.1125, -667.0541, -2470.2690, -282.5929, -818.4254, -297.4474, -361.7230 Eh
Record order is preserved below.
Max |F|: 8.95, 7.45, 6.42, 0.90, 4.30, 4.22, 5.07, 1.06 eV/Å